No. 1
DFT (ωB97M-V with the def2-TZVPD basis set) results for a cluster of 7 separate species, C10H34O7 in total in a non-equilibrium geometry.

Computed properties:
SMILES: CCO.CCO.CCO.CO.CO.CO.CO
Largest force on an atom (hartree/bohr): 0.0681
LUMO level (eV): 0.241
Energy (eV): -25249.3756

Last column: Mulliken charge in e.
Positions of all 51 atoms, in Å:
C -3.88087 5.32022 2.56729  -0.886
C -3.91490 6.09944 3.93409  -0.243
O -2.88407 5.50156 4.76933  -0.521
H -4.89862 5.31078 2.17715  0.306
H -3.62895 4.27262 2.73209  0.263
H -3.25323 5.74369 1.78316  0.286
H -4.90402 5.95225 4.36780  0.256
H -3.76756 7.16298 3.74626  0.247
H -2.09947 6.04405 4.66115  0.293
C -1.07237 1.17028 -0.57499  -0.962
C -0.82137 0.05786 -1.63212  -0.198
O -0.66592 0.63725 -2.86914  -0.520
H -0.29720 1.93445 -0.63207  0.260
H -1.10549 0.73599 0.42421  0.313
H -2.00569 1.70839 -0.74059  0.301
H -1.56085 -0.74287 -1.62151  0.246
H 0.12233 -0.45820 -1.45544  0.237
H 0.25456 0.56155 -3.13103  0.321
C 4.87811 -1.89312 0.95144  -1.043
C 4.38721 -0.67292 1.62368  -0.129
O 3.87435 -1.05877 2.82057  -0.502
H 4.07738 -2.54171 0.59610  0.259
H 5.50906 -2.52275 1.57880  0.300
H 5.56767 -1.64842 0.14352  0.345
H 3.53570 -0.15221 1.18561  0.231
H 5.15228 0.08559 1.78927  0.263
H 3.66029 -0.26214 3.31166  0.284
C 5.15962 0.05836 -5.17571  -0.528
O 4.28567 0.83563 -4.33456  -0.488
H 4.52295 -0.53222 -5.83448  0.222
H 5.89379 0.61966 -5.75367  0.251
H 5.74407 -0.74173 -4.72142  0.255
H 4.78017 1.53237 -3.89684  0.288
C 0.73491 -4.55103 2.36503  -0.522
O 1.29559 -4.06332 3.53858  -0.487
H 1.48381 -5.05359 1.75293  0.254
H -0.08796 -5.22912 2.59126  0.258
H 0.39626 -3.78929 1.66277  0.193
H 1.93035 -3.40348 3.25000  0.295
C -4.15113 -1.58920 4.38197  -0.574
O -5.21676 -1.34743 5.29571  -0.495
H -3.13386 -1.46614 4.75360  0.257
H -4.17819 -2.47022 3.74076  0.254
H -4.16223 -0.69966 3.75212  0.257
H -4.87586 -0.77609 5.98777  0.300
C -1.72088 -2.12395 -7.34358  -0.521
O -2.05941 -3.18127 -8.28181  -0.503
H -2.60255 -1.58984 -6.98935  0.255
H -1.28166 -2.54174 -6.43770  0.213
H -0.92084 -1.45050 -7.65100  0.257
H -2.09424 -2.79203 -9.15867  0.300

No. 2
DFT (ωB97M-V with the def2-TZVPD basis set) results for a cluster of 10 separate species, C10H37N18O12 in total in a non-equilibrium geometry.

Computed properties:
Largest force on an atom (hartree/bohr): 0.0913
LUMO level (eV): 1.594
Charge: -1
Energy (eV): -62373.8011

Last column: Mulliken charge in e.
Positions of all 77 atoms, in Å:
O 19.33288 15.41532 5.92354  0.843
C 20.31716 15.68796 5.05802  -0.312
O 21.01819 14.72169 4.69073  -0.261
O 20.17930 16.74839 4.34325  -0.160
H 19.26817 14.45704 6.01849  -0.438
C 19.35811 11.75602 3.25420  0.520
O 18.87288 10.72423 2.79577  -0.731
N 19.41724 11.87939 4.60654  -0.118
N 19.68420 12.88851 2.61694  -0.014
H 19.00520 11.25434 5.27259  0.196
H 19.68073 12.76718 5.00189  0.027
H 19.78351 12.98441 1.62075  0.144
H 20.03759 13.67426 3.14683  -0.111
C 15.89369 15.20431 4.19328  0.567
O 15.50369 16.14323 4.90691  -0.695
N 15.10156 14.26957 3.64103  -0.464
N 17.07995 15.16590 3.55707  -0.040
H 14.15739 14.40895 3.97942  0.267
H 15.39174 13.34484 3.37858  0.218
H 17.27574 14.37400 2.97388  0.157
H 17.73558 15.91851 3.69870  -0.078
C 17.52938 18.28555 7.53360  0.431
O 16.73022 18.96130 8.18153  -0.738
N 18.01060 17.09250 7.96918  -0.447
N 17.70531 18.46489 6.21069  -0.152
H 18.55073 16.58176 7.28262  0.294
H 17.74024 16.85401 8.90706  0.301
H 17.55390 19.41840 5.93135  0.101
H 18.25092 17.77564 5.71946  0.105
C 23.85344 17.57940 5.59759  0.429
O 24.91867 18.15572 5.75792  -0.705
N 23.70032 16.31358 6.11361  -0.234
N 22.73830 18.06295 5.01712  -0.244
H 22.81413 15.83552 6.09210  0.076
H 24.53722 15.77572 6.25459  0.194
H 22.76685 19.07044 5.04490  0.194
H 21.97916 17.50721 4.64843  0.184
C 23.88303 12.74758 2.93557  0.515
O 24.62395 11.75191 2.97791  -0.680
N 23.44462 13.21520 1.74896  -0.339
N 23.71814 13.55234 3.97766  -0.187
H 22.92620 12.57723 1.17247  0.212
H 23.43194 14.22134 1.74988  0.197
H 22.91656 14.16902 3.99126  0.130
H 24.20566 13.35273 4.83249  0.137
C 16.61324 13.52299 7.34533  0.467
O 15.86564 12.69612 6.78928  -0.736
N 17.91552 13.20629 7.46859  -0.213
N 16.24646 14.65517 7.95696  -0.229
H 18.16563 12.31506 7.08248  0.120
H 18.42707 13.74623 8.14523  0.098
H 15.26477 14.87002 7.90040  0.274
H 16.94228 15.37006 8.12282  0.108
C 19.77075 20.33453 2.79729  0.483
O 19.44195 21.50421 2.72030  -0.681
N 19.14496 19.37199 3.53060  -0.141
N 20.82991 19.70439 2.20877  -0.287
H 19.61832 18.49977 3.68344  0.223
H 18.39623 19.70143 4.11604  0.152
H 21.62001 20.18326 1.80696  0.210
H 21.02275 18.72862 2.33085  0.172
C 20.03550 15.85694 0.48518  0.401
O 19.70017 15.76338 -0.69824  -0.727
N 21.32733 15.81195 0.85686  -0.213
N 19.23106 16.29316 1.46802  -0.154
H 21.89802 15.82312 0.02451  0.231
H 21.61801 16.24200 1.71895  0.139
H 19.46344 16.29064 2.44942  -0.181
H 18.25212 16.36598 1.23945  0.214
C 21.42049 12.83479 8.63649  0.538
O 20.92539 13.46076 7.71900  -0.447
N 22.68747 12.34057 8.61637  -0.421
N 20.89964 12.68482 9.88440  -0.382
H 23.28645 12.61101 7.85599  0.203
H 23.07146 11.95276 9.45644  0.138
H 19.97096 12.99780 10.10664  0.208
H 21.38430 12.11867 10.55465  0.142

Number 1: HOMO level -0.3709 Ha. Number 2: HOMO level -0.2685 Ha.